Molecular formula: C11H15BBrF4NO3Ti
Method: DFT, ωB97M-V with the def2-TZVPD basis set

Output
Molar mass   423.8 g/mol
LUMO level   -0.03 eV
Kohn-Sham gap   9.02 eV

Structure (ORCA input):
```
! RIJCOSX wB97M-V def2-TZVPD def2/J DEFGRID3
* xyz 0 1
Ti 0.459 -0.297 1.009
C -0.601 -3.638 1.691
C -1.440 -2.635 0.933
O -1.340 -1.332 1.573
C -2.619 -0.637 1.553
C -2.575 0.672 2.301
H -0.619 -4.593 1.167
H -0.987 -3.784 2.699
H 0.436 -3.313 1.752
H -2.491 -2.922 0.936
H -1.115 -2.543 -0.107
H -3.337 -1.317 2.016
H -2.900 -0.479 0.509
H -2.126 0.540 3.285
H -3.601 1.018 2.429
H -2.031 1.430 1.743
C 0.664 1.012 2.226
H 0.257 2.020 2.182
H 1.378 0.825 3.034
Br 2.836 0.146 -4.743
C 1.922 1.473 -3.754
C 2.052 2.809 -4.104
N 1.432 3.783 -3.446
C 0.663 3.449 -2.416
C 0.480 2.137 -1.995
C 1.127 1.120 -2.682
C -0.395 1.859 -0.812
O -1.045 2.722 -0.274
O -0.404 0.589 -0.419
H 2.676 3.098 -4.941
H 0.161 4.252 -1.891
H 1.012 0.087 -2.385
F 2.022 -1.611 1.543
B 2.504 -1.556 0.116
F 3.686 -2.142 -0.055
F 1.412 -2.094 -0.578
F 2.449 -0.149 -0.095
*
```

---

Molecular formula: C2H10NO
Method: DFT, ωB97M-V with the def2-TZVPD basis set

Output
Molar mass   64.1 g/mol
LUMO level   -3.93 eV
Kohn-Sham gap   10.21 eV

Structure (ORCA input):
```
! RIJCOSX wB97M-V def2-TZVPD def2/J DEFGRID3
* xyz 1 1
C -0.020 -1.302 -1.497
C -0.083 1.104 -1.420
N -0.384 -0.123 -0.705
H -0.376 -2.196 -0.958
H 1.081 -1.332 -1.540
H -0.413 -1.333 -2.528
H -0.332 0.938 -2.481
H 0.970 1.425 -1.352
H -0.723 1.913 -1.030
H -1.417 -0.165 -0.570
H 0.060 -0.279 0.225
O 0.190 0.610 4.712
H 0.789 0.860 3.972
H 0.659 -0.121 5.174
*
```